Molecular formula: C10H13ClN2O3Zr
Method: DFT, ωB97M-V/def2-TZVPD

Properties
- Largest force on an atom: 5.0 eV Å⁻¹
- Energy: -1230.8874 Eh
- Energy above the lowest of the compared OMol25 structures with the same formula, charge and spin: 1.1 kcal per mole
- Gap between HOMO and LUMO: 0.294 Ha
- Net charge: +2

Last column: natural (NBO) charge in e.
Atoms and positions in Å:
Cl (-1.92101, -1.92296, -0.44600)  -0.36
C (1.35489, -1.92778, -2.08742)  -0.33
C (2.07215, -0.71809, -1.81533)  -0.33
C (1.25151, 0.38791, -2.24918)  -0.39
H (3.11296, -0.66139, -1.48983)  0.29
C (0.04831, -0.14102, -2.82643)  -0.04
C (0.11926, -1.56834, -2.71880)  -0.27
H (-0.62070, -2.26154, -3.12475)  0.29
H (1.73128, -2.94484, -1.92941)  0.29
H (1.55511, 1.43715, -2.27842)  0.29
C (-1.09424, 0.63922, -3.39045)  -0.66
Zr (0.15081, -0.65885, -0.38890)  1.71
C (2.39459, 0.00712, 0.90634)  0.56
C (0.74685, -2.48529, 1.01275)  0.54
O (3.27431, 0.45702, 1.48341)  -0.35
O (0.74075, -3.29184, 1.83254)  -0.30
H (-1.12184, 1.64337, -2.95410)  0.24
H (-2.04503, 0.13137, -3.19088)  0.25
H (-1.01834, 0.76061, -4.47789)  0.29
C (0.05051, 2.46203, 3.13336)  -0.42
N (-1.02027, 1.47679, 3.17634)  -0.54
C (-1.23487, 0.59529, 2.20219)  0.81
N (-2.21010, -0.32155, 2.34027)  -0.78
O (-0.48097, 0.61369, 1.13607)  -0.80
H (1.03831, 1.98034, 3.11697)  0.21
H (-0.03924, 3.08070, 4.03140)  0.26
H (-0.05187, 3.09505, 2.24282)  0.23
H (-1.61644, 1.42177, 4.00079)  0.43
H (-2.42037, -0.94410, 1.55433)  0.44
H (-2.74629, -0.34186, 3.19822)  0.43

Molecular formula: C17H16N4O3S2
Method: DFT, ωB97M-V/def2-TZVPD

Properties
- Largest force on an atom: 1.8 eV Å⁻¹
- Energy: -1898.5463 Eh
- Energy above the lowest of the compared OMol25 structures with the same formula, charge and spin: 10.7 kcal per mole
- SMILES: Cc1cccc(C(=O)Nc2nnc(SCC(=O)NCc3ccco3)s2)c1
- Gap between HOMO and LUMO: 0.309 Ha

Last column: natural (NBO) charge in e.
Atoms and positions in Å:
C (-1.72927, -7.71022, 0.13259)  -0.63
C (-1.99415, -6.28606, -0.24353)  0.00
C (-3.19657, -5.91737, -0.83741)  -0.19
C (-3.44424, -4.59888, -1.17869)  -0.20
C (-2.50467, -3.61818, -0.91847)  -0.22
C (-1.30012, -3.96758, -0.31216)  -0.08
C (-0.23165, -2.98972, -0.01147)  0.67
O (0.94192, -3.28403, 0.09883)  -0.59
N (-0.64339, -1.68989, 0.16335)  -0.61
C (0.24704, -0.69403, 0.44343)  0.20
N (-0.09663, 0.53540, 0.63462)  -0.32
N (0.93643, 1.33576, 0.88976)  -0.33
C (2.07198, 0.71860, 0.88899)  -0.17
S (3.57862, 1.50685, 1.17210)  0.33
C (2.96290, 3.21660, 1.24124)  -0.61
C (2.24694, 3.57152, -0.05998)  0.68
O (2.67718, 3.25919, -1.14566)  -0.62
N (1.14391, 4.32720, 0.11970)  -0.60
C (0.31072, 4.72844, -0.99605)  -0.29
C (-1.12675, 4.41236, -0.75273)  0.32
C (-1.74170, 3.30770, -0.24093)  -0.34
C (-3.12820, 3.60274, -0.23099)  -0.31
C (-3.25022, 4.85920, -0.73441)  0.08
O (-2.04340, 5.36242, -1.04865)  -0.42
S (1.96345, -1.00699, 0.56821)  0.45
C (-1.05227, -5.30020, 0.00751)  -0.19
H (-0.66188, -7.91417, 0.14707)  0.22
H (-2.21308, -8.39170, -0.56311)  0.22
H (-2.12521, -7.90947, 1.12885)  0.23
H (-3.94143, -6.67217, -1.04381)  0.21
H (-4.37585, -4.33374, -1.65602)  0.22
H (-2.70306, -2.60094, -1.22333)  0.21
H (-1.61806, -1.43009, 0.12461)  0.43
H (2.31991, 3.31717, 2.11338)  0.23
H (3.85347, 3.83611, 1.34949)  0.25
H (0.75315, 4.43693, 1.04139)  0.40
H (0.40624, 5.80679, -1.17251)  0.21
H (0.69628, 4.19735, -1.87386)  0.25
H (-1.26899, 2.40460, 0.08635)  0.26
H (-3.91934, 2.96464, 0.10569)  0.22
H (-4.10263, 5.48346, -0.91486)  0.20
H (-0.10375, -5.54920, 0.46000)  0.23

Molecular formula: C20H24CrN11O4S
Method: DFT, ωB97M-V/def2-TZVPD

Properties
- Largest force on an atom: 0.8 eV Å⁻¹
- Energy: -3122.4599 Eh
- ⟨S²⟩: 0.760
- Gap between HOMO and LUMO (spin up / spin down): 0.219 / 0.234 Ha
- Spin multiplicity: 2

Last column: natural (NBO) charge in e.
Atoms and positions in Å:
Cr (-0.43973, 0.72190, 0.30686)  0.99
O (1.45281, -0.40778, 6.98239)  -0.72
C (2.05693, 0.30394, 6.16532)  0.73
O (3.08301, 0.99438, 6.26403)  -0.72
C (1.37747, 0.37282, 4.75209)  -0.02
C (0.26150, -0.39649, 4.46231)  -0.21
C (-0.32012, -0.31616, 3.20761)  0.03
N (0.16193, 0.48517, 2.25639)  -0.48
C (1.25658, 1.22836, 2.53033)  0.02
C (1.88949, 1.20063, 3.75544)  -0.17
C (1.74965, 2.06828, 1.38571)  0.75
O (2.70154, 2.79928, 1.43366)  -0.55
O (1.01668, 1.89696, 0.28574)  -0.71
H (-0.12858, -1.04253, 5.23867)  0.27
H (-1.19113, -0.90336, 2.94132)  0.21
H (2.76890, 1.79612, 3.96474)  0.28
N (-1.25243, 2.95995, 0.55985)  -0.59
N (-2.57304, 3.38748, 0.71405)  -0.44
C (-3.46969, 2.46608, 1.15041)  0.28
N (-4.67656, 2.92630, 1.49430)  -0.76
S (-3.05011, 0.86547, 1.21727)  -0.05
H (-0.69547, 3.25374, 1.35737)  0.39
H (-0.85165, 3.39825, -0.26053)  0.40
H (-2.71138, 4.35926, 0.94289)  0.39
H (-4.96749, 3.86718, 1.28096)  0.40
H (-5.38157, 2.25887, 1.75386)  0.43
N (-4.52042, 1.59891, -4.56419)  -0.25
C (-3.44428, 1.53114, -4.16713)  0.26
C (-2.10790, 1.47551, -3.66558)  -0.20
C (-1.01083, 1.67756, -4.50304)  -0.08
C (0.25557, 1.63353, -3.94999)  -0.25
C (0.38965, 1.39935, -2.59049)  0.11
N (-0.66310, 1.20747, -1.79071)  -0.45
C (-1.88911, 1.23371, -2.31554)  0.10
H (-1.15926, 1.86260, -5.55790)  0.24
H (1.13643, 1.77915, -4.55852)  0.24
H (1.35809, 1.36136, -2.11166)  0.24
H (-2.71292, 1.05465, -1.63425)  0.23
C (3.49710, -2.12838, -0.96924)  -0.63
C (2.06796, -2.51528, -1.33757)  0.10
C (2.00167, -2.99426, -2.78489)  -0.61
C (1.54006, -3.60914, -0.40728)  -0.64
N (1.22172, -1.30216, -1.30866)  -0.47
N (1.10344, -0.70136, -0.01929)  -0.57
H (4.17105, -2.96228, -1.16702)  0.23
H (3.59781, -1.88413, 0.09120)  0.21
H (3.82637, -1.27296, -1.56252)  0.22
H (2.59175, -3.90236, -2.90873)  0.22
H (2.38838, -2.23021, -3.46042)  0.21
H (0.97265, -3.22618, -3.07096)  0.22
H (2.14718, -4.50951, -0.51143)  0.23
H (0.50926, -3.87518, -0.65554)  0.23
H (1.58886, -3.32808, 0.64866)  0.20
H (0.28241, -1.57572, -1.56379)  0.36
H (1.98104, -0.22132, 0.13945)  0.39
H (1.00735, -1.40031, 0.71644)  0.38
N (-1.85625, -5.09872, -1.42281)  -0.43
C (-2.22504, -4.01131, -1.27228)  0.42
N (-2.69103, -2.78463, -1.14786)  -0.65
C (-2.00304, -1.86728, -0.60568)  0.66
N (-1.42015, -0.95830, -0.15382)  -0.65

Molecular formula: C5H9NO
Method: DFT, ωB97M-V/def2-TZVPD

Properties
- Largest force on an atom: 0.7 eV Å⁻¹
- Energy: -325.8317 Eh
- Energy above the lowest of the compared OMol25 structures with the same formula, charge and spin: 66.4 kcal per mole
- SMILES: C[C@H]1CC/C1=N\O
- Gap between HOMO and LUMO: 0.387 Ha

Last column: natural (NBO) charge in e.
Atoms and positions in Å:
C (-1.58316, -1.22484, -0.06022)  -0.60
C (-0.57804, -0.25806, -0.66952)  -0.25
C (-0.74157, 1.25790, -0.34257)  -0.39
C (0.71554, 1.31919, 0.18967)  -0.48
C (0.78661, -0.17264, -0.01522)  0.23
N (1.61002, -1.08540, 0.28709)  -0.14
O (2.72434, -0.53675, 0.92570)  -0.58
H (-2.56742, -1.10640, -0.52738)  0.21
H (-1.69288, -1.04513, 1.01537)  0.21
H (-1.26077, -2.26217, -0.19577)  0.22
H (-0.49445, -0.43416, -1.74951)  0.22
H (-0.95726, 1.90291, -1.19783)  0.21
H (-1.49116, 1.43983, 0.43367)  0.21
H (0.84981, 1.64323, 1.22720)  0.23
H (1.41785, 1.87728, -0.43831)  0.23
H (3.26255, -1.31482, 1.11763)  0.48